Record 1
Density functional theory data (ωB97M-V/def2-TZVPD) for 9 unconnected molecules or ions with the total composition H18O9 in a non-equilibrium geometry.

```
27
Properties=species:S:1:pos:R:3:forces:R:3
H -0.547811 -0.506850 0.545896 0.291 -0.752 0.087
H 0.552254 0.262328 1.202012 -0.371 -1.595 0.404
H 2.406627 4.141912 2.487829 0.379 -1.138 1.169
H 1.991431 3.600937 3.870672 0.227 -0.097 -0.115
H 0.149300 -1.600510 -3.422690 0.393 2.594 -1.073
H 1.226103 -0.825358 -2.882085 1.656 0.449 0.348
H 3.828397 3.295199 0.895261 -1.924 -0.588 -2.015
H 2.355486 3.026245 0.146933 1.066 0.163 0.547
H -2.576943 -2.502578 3.560125 2.631 -0.278 -1.015
H -1.355648 -1.680801 3.843305 0.500 -0.258 -0.442
H -3.988195 0.893807 -1.662184 -0.253 -0.086 -0.611
H -5.133961 0.009180 -1.342942 0.499 1.284 -2.117
H -3.810145 -0.588838 0.547252 0.736 -0.471 -1.613
H -2.508954 -0.261279 -0.014950 3.315 1.469 0.551
H -0.350298 -1.624818 -1.801333 -0.101 0.846 0.900
H 0.442484 -0.440659 -1.244839 2.898 0.581 0.953
H 3.778877 -1.462162 -0.279331 -0.296 -0.905 -0.694
H 3.223005 -2.865873 -0.306738 -0.999 -2.198 1.914
O 0.144640 -0.653424 1.216803 0.393 2.337 -0.207
O 2.625986 3.432938 3.159114 -0.647 1.309 -1.083
O 0.485364 -0.631400 -3.427661 0.140 -3.026 -3.821
O 3.317950 3.146952 0.019941 0.882 0.349 1.487
O -1.581283 -2.442437 3.281041 -3.182 0.489 1.443
O -4.818703 0.623862 -2.093177 -0.542 -1.044 2.246
O -3.264113 -0.679208 -0.294342 -3.857 -1.215 1.435
O -0.386840 -0.697214 -1.511887 -5.023 -1.381 2.569
O 3.516748 -2.208803 -0.867610 1.191 3.163 -1.246
```
Forces are in eV/Å.

Output
- SMILES = O.O.O.O.O.O.O.O.O
- frontier orbital gap (eV) = 9.47
- energy relative to the best compared isomer or geometry (same formula, charge and spin) (kJ/mol) = 554.4


Record 2
Density functional theory data (ωB97M-V/def2-TZVPD) for 3 unconnected molecules or ions with the total composition H6O3 in a non-equilibrium geometry.

```
9
Properties=species:S:1:pos:R:3:forces:R:3
H -0.831207 0.462069 -0.381253 -0.052 -0.006 -0.101
H -0.212255 1.162142 0.834404 -0.857 0.489 -1.671
H 4.081964 0.328535 0.246314 1.486 -0.894 -0.517
H 4.331495 -1.127372 0.004155 -0.328 -1.201 -0.059
H -3.952863 -0.001781 -0.592381 0.242 2.524 -2.398
H -3.456659 -1.293516 -0.131781 -1.673 1.316 0.917
O -0.638554 1.347227 -0.057926 0.915 -0.478 1.776
O 4.804945 -0.312886 -0.023290 -1.154 2.098 0.570
O -4.126868 -0.564421 0.101762 1.421 -3.848 1.483
```
Forces are in eV/Å.

Output
- SMILES = O.O.O
- frontier orbital gap (eV) = 11.94
- energy relative to the best compared isomer or geometry (same formula, charge and spin) (kJ/mol) = 94.0


Record 3
Density functional theory data (ωB97M-V/def2-TZVPD) for 5 unconnected molecules or ions with the total composition C18H30O3S3 in a non-equilibrium geometry.

```
54
Properties=species:S:1:pos:R:3:forces:R:3
C 2.742370 3.230574 0.487315 -2.294 -3.503 -2.236
S 4.376370 3.595574 0.345315 3.886 2.002 1.900
O 4.651370 4.703574 1.408315 -0.746 -1.872 -2.004
C 4.966370 2.060574 1.065315 3.439 1.665 -2.520
H 2.308370 4.114574 0.181315 -1.655 1.748 -0.477
H 2.615370 3.020574 1.486315 -0.881 -0.220 2.412
H 2.283370 2.295574 -0.120685 1.550 2.304 1.024
H 4.336370 1.320574 0.803315 -2.105 -2.688 -0.399
H 5.445370 2.015574 1.972315 -0.470 0.652 3.213
H 5.950370 1.850574 0.593315 -0.618 -0.012 -0.960
C -0.259630 1.040574 5.524315 -0.762 -1.351 2.838
S -1.040630 0.618574 3.973315 0.862 -0.957 -0.389
O -0.819630 -0.871426 3.769315 -0.022 1.148 0.081
C -2.739630 0.723574 4.427315 -2.787 -1.003 -0.064
H -0.536630 2.082574 5.845315 0.435 -0.881 -0.550
H 0.886370 0.883574 5.495315 -2.100 0.157 0.007
H -0.841630 0.299574 6.325315 2.016 1.740 -1.799
H -3.241630 0.575574 3.424315 0.403 0.401 1.040
H -3.171630 1.614574 4.915315 0.818 0.115 -0.533
H -3.147630 -0.125426 5.070315 1.257 0.659 -0.712
C -2.277630 -0.474426 -0.178685 -0.015 -3.300 -1.819
S -1.572630 1.132574 -0.045685 0.672 -0.324 -0.577
O -2.066630 1.732574 1.226315 0.215 -0.247 -0.034
C 0.160370 0.540574 0.220315 -8.209 6.526 12.438
H -3.326630 -0.401426 -0.538685 0.512 0.098 0.611
H -2.188630 -1.091426 0.762315 -0.149 0.925 -0.776
H -1.767630 -1.160426 -1.049685 -0.816 1.965 2.037
H 0.178370 -0.059426 1.112315 -0.135 -0.621 0.295
H 0.545370 1.488574 0.530315 0.755 0.578 0.138
H 0.579370 0.218574 -0.461685 6.907 -5.744 -12.194
C -1.452630 0.943574 -3.933685 2.082 2.854 0.121
C -0.610630 2.307574 -3.706685 1.081 -10.375 0.418
C 0.722370 2.106574 -3.286685 -6.577 6.741 -2.201
C 1.320370 1.016574 -3.028685 5.710 -7.007 2.545
C 0.717370 -0.155426 -3.212685 -7.518 1.408 -2.887
C -0.771630 -0.255426 -3.752685 8.705 14.717 3.805
H -2.528630 1.033574 -4.304685 1.659 -0.282 0.636
H -1.176630 3.099574 -3.793685 -1.997 4.528 -0.460
H 1.145370 3.012574 -3.164685 2.068 2.890 0.636
H 2.387370 0.814574 -2.570685 -1.893 1.447 -1.074
H 1.138370 -1.028426 -3.075685 2.290 -4.278 0.879
H -1.120630 -1.038426 -3.912685 -5.574 -12.688 -2.421
C -2.205630 -4.064426 -0.560685 -0.365 0.823 -0.154
C -2.341630 -4.134426 -2.046685 0.664 0.567 1.250
C -1.164630 -4.173426 -2.825685 -3.131 -0.156 0.847
C 0.049370 -4.105426 -2.208685 -4.465 0.746 5.966
C 0.222370 -3.974426 -0.819685 -1.534 -0.708 1.015
C -0.965630 -4.011426 0.108315 2.520 -0.191 -2.623
H -3.019630 -3.853426 0.199315 0.237 -0.745 -1.685
H -3.281630 -4.066426 -2.649685 0.536 -0.234 1.350
H -1.215630 -4.271426 -3.925685 -0.070 0.098 0.767
H 0.675370 -4.198426 -2.899685 6.781 -0.445 -4.639
H 1.257370 -3.944426 -0.448685 -0.648 0.036 0.090
H -0.807630 -4.034426 1.251315 -0.525 0.293 -2.173
```
Forces are in eV/Å.

Output
- frontier orbital gap (eV) = 9.07


Record 4
Density functional theory data (ωB97M-V/def2-TZVPD) for a molecular structure, C30H42Br2CaN2P2 in a non-equilibrium geometry.

```
79
Properties=species:S:1:pos:R:3:forces:R:3
C 1.369750 -2.435511 -7.183811 0.017 0.183 -0.166
C 0.510842 -1.335957 -6.961139 0.389 0.075 -0.535
C 0.068055 -0.586781 -8.073916 0.233 -0.081 -0.031
C 0.477486 -0.997301 -9.352190 -0.012 -0.008 0.688
N 1.270090 -2.049210 -9.544588 0.053 -0.069 -0.219
C 1.713655 -2.755772 -8.506360 -0.275 0.332 0.488
C 0.049143 -1.023610 -5.621062 -2.437 -1.202 1.512
C -0.568673 -0.958019 -4.539154 -0.977 -2.494 -2.719
C -1.432607 -1.055270 -3.392149 -0.192 0.260 0.093
C -1.215601 -1.980770 -2.350501 0.811 0.011 -0.113
C -1.901977 -1.883557 -1.162686 -0.342 0.082 0.544
C -2.857783 -0.840589 -0.964198 -0.199 -1.084 -0.980
C -3.332148 -0.202550 -2.146762 -0.396 0.109 0.443
C -2.622719 -0.291513 -3.316817 0.391 0.334 -0.500
Ca 1.076663 0.631700 -4.434529 2.503 1.688 1.348
P -3.857480 -0.786791 0.582018 0.261 -0.165 0.651
H -0.568867 0.296774 -7.969629 0.138 -0.426 0.060
H 1.762945 -3.029214 -6.356703 -0.236 0.145 -0.224
H 0.148930 -0.449036 -10.239355 0.126 -0.212 0.278
H 2.365809 -3.610457 -8.726795 -0.296 0.396 0.104
H -2.958774 0.198837 -4.233954 0.014 0.137 0.431
H -0.479210 -2.766138 -2.532354 -0.053 0.234 0.382
H -4.233192 0.425524 -2.119592 0.559 -0.322 -0.044
H -1.659777 -2.564502 -0.332428 -0.111 0.319 -0.539
C -3.019700 0.023927 1.962780 1.104 0.292 -0.007
C -3.818256 1.005020 2.783205 -0.472 0.305 0.396
H -2.136600 0.609610 1.462904 -1.980 -1.422 1.720
H -2.556575 -0.755406 2.589220 -0.307 0.016 -0.228
H -3.125444 1.576409 3.413091 -0.181 -0.073 -0.170
H -4.351360 1.714347 2.139762 0.097 -0.009 0.206
H -4.539579 0.530472 3.457489 -0.012 0.109 -0.154
C -5.443786 -0.060666 0.147282 -0.010 0.476 0.170
C -6.334319 -0.941097 -0.721729 -0.276 -0.131 -0.169
H -5.228766 0.897118 -0.342641 -0.079 -0.049 0.133
H -5.937743 0.193986 1.093891 0.086 -0.082 -0.133
H -7.267133 -0.408722 -0.933483 0.164 -0.096 0.031
H -5.870797 -1.188971 -1.680569 -0.033 0.005 0.133
H -6.603679 -1.877234 -0.224095 0.070 0.140 -0.044
C -4.157333 -2.463658 1.186988 0.184 -0.434 -0.700
C -5.113947 -2.496062 2.380293 -0.106 -0.016 0.186
H -3.167390 -2.867951 1.455618 -0.307 0.092 -0.029
H -4.531998 -3.063892 0.344176 0.068 0.014 0.279
H -5.120266 -3.498883 2.815320 0.003 0.126 -0.096
H -4.811359 -1.802895 3.172470 -0.027 -0.104 -0.156
H -6.144707 -2.262282 2.091827 0.217 0.014 0.014
Br -1.313434 1.072610 -0.064937 2.291 1.228 -2.000
P -0.813685 3.974881 -3.074232 -0.822 2.399 0.534
C -2.420884 3.497483 -2.312566 0.085 -0.948 0.096
C -3.050612 4.556990 -1.402295 -0.094 0.138 -0.150
H -2.189874 2.585881 -1.716307 -0.467 0.558 -0.503
H -3.110113 3.224041 -3.127157 0.069 0.108 0.205
H -3.963882 4.156555 -0.942490 0.215 0.035 -0.098
H -2.385964 4.850993 -0.577431 -0.100 -0.036 -0.295
H -3.346872 5.448688 -1.972724 0.210 -0.165 0.226
C 0.315760 3.817007 -1.641440 0.070 -0.121 0.121
C 1.014943 5.152324 -1.341178 0.245 -0.061 0.078
H 1.048447 3.031564 -1.880746 0.073 0.040 0.305
H -0.280382 3.470774 -0.782426 0.403 0.017 -0.265
H 1.677752 5.048979 -0.472836 -0.169 0.023 -0.150
H 1.632514 5.479695 -2.187208 -0.196 -0.020 0.147
H 0.296678 5.953870 -1.117745 0.133 -0.287 -0.127
C -0.506241 2.623078 -4.232611 0.155 -0.333 -0.256
C -1.294372 2.880010 -5.526742 0.087 -0.092 -0.276
H -0.766784 1.644224 -3.777009 -0.077 0.130 -0.003
H 0.590464 2.742561 -4.429550 -0.463 0.231 0.029
H -0.943079 2.231857 -6.344398 -0.220 0.151 0.052
H -2.370597 2.707036 -5.389038 0.349 -0.031 0.051
H -1.171548 3.931419 -5.834528 0.039 -0.451 0.109
Br 1.201055 -1.825710 1.330249 0.427 0.166 -0.702
C 1.841287 -1.792182 -0.470875 0.072 0.018 0.074
C 2.339948 -2.968943 -1.042705 -0.266 0.665 -0.153
C 2.663685 -2.955637 -2.397709 0.025 0.381 -0.352
C 2.461720 -1.785542 -3.136875 -0.354 -0.242 0.796
N 1.958561 -0.658042 -2.582974 0.834 -0.106 0.469
C 1.756545 -0.623835 -1.237471 -0.373 -0.506 -0.548
H 2.464859 -3.853225 -0.430415 -0.054 -0.022 -0.112
H 3.039660 -3.842654 -2.899479 0.050 0.149 0.173
H 2.709927 -1.752317 -4.204655 -0.170 -0.106 0.299
H 1.466368 0.330520 -0.797912 -0.179 -0.323 -0.108
```
Forces are in eV/Å.

Output
- total charge = +2
- frontier orbital gap (eV) = 5.47
- energy relative to the best compared isomer or geometry (same formula, charge and spin) (kJ/mol) = 220.4


Q: Which formula does entry 3 have?
A: C18H30O3S3